Entry 1:
Entry from OMol25: a single C5H7NO2 molecule in a non-equilibrium geometry (the ωB97M-V functional and the def2-TZVPD basis).

SMILES: C[C@@](C#N)(C=O)CO
Strongest force on any atom, eV/Å: 5.57
Energy above the lowest of the compared OMol25 structures with the same formula, charge and spin, kcal/mol: 69.3
Frontier orbital gap, Eh: 0.3883
LUMO, Ha: 0.0081
HOMO energy, eV: -10.346

```
! wB97M-V def2-TZVPD RIJCOSX def2/J DEFGRID3
* xyz 0 1
C 1.3997 -1.0296 -0.2167
C 0.1917 0.0441 -0.3981
C -0.3353 0.7448 0.8533
C -1.0565 -0.5318 -0.8921
C 0.4184 1.2647 -1.3239
H 1.0667 -1.4980 0.8358
H 1.4491 -1.7769 -1.0352
H 2.4384 -0.4058 -0.2230
H 0.4456 1.3760 1.4419
H -1.0981 1.4938 0.5431
H -1.3476 -0.2877 2.4717
H -1.8812 0.2801 -0.5333
N 0.4952 2.3389 -1.8197
O -0.8625 -0.3376 1.6211
O -1.3238 -1.6751 -1.3249
*
```

=====

Entry 2:
Entry from OMol25: a single C5H7NO2 molecule in a non-equilibrium geometry (the ωB97M-V functional and the def2-TZVPD basis).

Strongest force on any atom, eV/Å: 2.94
Energy above the lowest of the compared OMol25 structures with the same formula, charge and spin, kcal/mol: 115.8
Frontier orbital gap (alpha / beta), Eh: 0.2936 / 0.2452
LUMO (alpha / beta), Ha: -0.0106 / -0.0524
HOMO energy (alpha / beta), eV: -8.277 / -8.099

```
! wB97M-V def2-TZVPD RIJCOSX def2/J DEFGRID3
* xyz 0 1
C -0.2868 -0.4192 -0.0357
C 0.5774 1.3327 0.7534
C 0.7752 -0.8092 -1.0166
C 0.3304 -0.0156 1.3068
C 0.0517 1.3248 -0.5966
N -1.5168 -1.0989 -0.0536
O 1.3582 0.4758 -1.2001
O -0.5109 2.1688 -1.2605
H 0.7608 2.2176 1.3635
H -1.8746 -1.2510 -0.9886
H -2.2349 -0.6764 0.5233
H 1.4968 -1.5402 -0.6339
H 0.3712 -1.1860 -1.9656
H 1.1704 -0.5661 1.7451
H -0.4681 0.0431 2.0591
*
```

=====

Entry 3:
Entry from OMol25: a single C5H7NO2S molecule in a non-equilibrium geometry (the ωB97M-V functional and the def2-TZVPD basis).

Strongest force on any atom, eV/Å: 4.54
Energy above the lowest of the compared OMol25 structures with the same formula, charge and spin, kcal/mol: 107.8
Frontier orbital gap (alpha / beta), Eh: 0.2732 / 0.2650
LUMO (alpha / beta), Ha: 0.0048 / -0.0013
HOMO energy (alpha / beta), eV: -7.304 / -7.245

```
! wB97M-V def2-TZVPD RIJCOSX def2/J DEFGRID3
* xyz 0 1
C -0.2023 1.5117 0.4345
C 0.8940 -1.1360 -0.2094
C -0.7211 0.4880 -0.5855
C -0.6255 -0.9925 -0.1521
C 1.8515 0.9230 1.4444
N 0.6824 1.1610 1.3140
O 1.8238 -1.2635 0.4976
O 2.6626 0.6049 2.3835
S 1.3380 -1.2874 -2.1344
H -0.8226 2.3753 0.7432
H -1.7192 0.6737 -0.8712
H -0.0595 0.6101 -1.3620
H -1.2438 -1.6590 -0.7001
H -0.9614 -1.1059 0.8445
H 2.3644 0.4161 3.4042
H 2.5358 -1.8357 -1.8896
*
```